Entry from the OMol25 dataset: C29H51BBr2N8O4 as an isolated structure in a non-equilibrium geometry (wB97M-V/def2-TZVPD).

The value obtained for the total energy is -191768.6811 eV. The value obtained for the largest force on an atom is 8.74 eV/A. The value obtained for the frontier orbital gap is 8.2917 eV.

Cartesian coordinates (Å):
Br: 2.745 -3.139 -3.960
Br: -0.442 -2.222 -3.080
O: 3.790 -2.615 -0.771
O: 3.021 0.595 2.712
O: -0.010 0.552 -0.679
O: 1.947 -1.265 -1.108
N: 5.185 5.038 -3.684
N: 1.365 2.139 0.579
N: 2.298 -1.114 1.237
N: -2.499 2.655 1.670
N: -6.431 0.237 3.668
N: -9.234 3.077 1.414
N: 2.244 -3.797 4.738
N: -7.260 -1.009 4.691
C: 0.917 2.314 -4.508
C: 6.140 4.387 -3.675
C: -10.509 1.208 2.748
C: 4.423 -5.274 4.759
C: 2.341 -0.375 -0.039
C: 0.506 -3.603 -2.045
C: -7.176 -2.107 5.076
C: 4.133 -1.499 2.964
C: -2.826 2.187 -3.092
C: 7.367 3.565 -3.662
C: 2.697 -2.390 -1.226
C: 2.100 1.273 -4.384
C: 3.569 2.079 -2.344
C: 3.097 -0.534 2.289
C: -6.300 1.236 3.090
C: 0.065 -5.009 -2.654
C: 3.999 0.661 -1.820
C: -0.255 2.038 -3.487
C: -6.174 2.507 2.341
C: 2.067 -3.516 -2.138
C: 0.941 -1.489 1.672
C: 3.204 -4.440 4.745
C: -2.324 0.682 3.406
C: 3.710 0.374 -0.305
C: -1.586 2.790 -3.870
C: -2.424 1.788 2.433
C: 3.459 1.941 -3.940
C: -7.029 -3.494 5.575
C: -9.795 2.260 1.996
B: 1.199 0.806 -0.030
H: -0.886 -4.840 -3.203
H: -0.585 1.331 -0.576
H: 4.537 -5.745 5.734
H: 1.062 -2.398 2.326
H: 2.175 0.742 -5.361
H: 5.116 0.619 -1.931
H: -1.530 3.874 -3.596
H: 5.107 -1.005 3.163
H: 1.816 0.553 -3.571
H: 3.585 2.931 -4.451
H: -1.278 0.489 3.644
H: 3.820 1.287 0.330
H: -0.180 -5.740 -1.839
H: 4.350 -6.047 3.995
H: 3.600 -0.100 -2.526
H: -2.629 2.159 -1.997
H: 0.445 -0.732 2.343
H: 1.319 2.141 1.593
H: -11.380 1.635 3.244
H: -7.112 -4.197 4.745
H: 4.332 2.861 -2.124
H: 5.296 -4.654 4.557
H: 0.874 -5.400 -3.319
H: 4.278 -2.403 2.316
H: -10.836 0.424 2.066
H: 0.054 2.404 -2.477
H: 0.255 -3.589 -0.955
H: 1.315 3.323 -4.221
H: -3.005 1.140 -3.440
H: -5.248 2.505 1.769
H: -2.855 0.941 4.321
H: 2.502 -4.480 -1.795
H: -9.846 0.775 3.498
H: 2.156 2.660 0.215
H: 2.571 2.440 -2.000
H: 8.233 4.189 -3.880
H: 4.270 1.289 -4.359
H: 7.495 3.108 -2.681
H: 7.295 2.780 -4.414
H: -3.714 2.811 -3.356
H: -0.509 0.956 -3.404
H: 0.523 2.427 -5.548
H: -7.810 -3.710 6.303
H: 0.271 -1.821 0.846
H: -6.161 3.347 3.036
H: 4.542 -0.303 0.038
H: -2.766 -0.221 2.985
H: -6.055 -3.620 6.049
H: -7.021 2.616 1.664
H: -1.719 2.665 -4.972
H: 3.674 -1.914 3.916

Atoms 1-2, force components in eV/Å:
-0.214 -0.346 0.614
0.308 -0.145 0.751

Entry from the OMol25 dataset: C29H51ErNOP2Si4 as an isolated structure in a non-equilibrium geometry (wB97M-V/def2-TZVPD).

The value obtained for the total energy is -112139.7509 eV. As for the net charge: +1. The value obtained for the largest force on an atom is 6.29 eV/A. The multiplicity is 4. The value obtained for the frontier orbital gap (alpha / beta) is 5.1573 / 5.2520 eV.

Cartesian coordinates (Å):
Er: 0.091 0.525 -0.746
P: -2.421 1.279 -1.431
P: -0.227 -2.225 -0.456
Si: -2.271 0.079 2.735
Si: 1.213 1.229 1.945
Si: 0.706 -2.092 3.414
Si: -0.213 -0.657 1.837
O: 3.096 0.997 -1.254
N: 0.606 0.509 -2.604
C: 3.154 -2.455 -4.087
C: 1.067 -3.488 -0.234
C: 1.445 -0.501 -3.131
C: -0.460 -3.574 3.529
C: 3.013 0.692 1.925
C: 0.834 4.470 -3.767
C: -3.695 -0.637 1.734
C: -1.957 1.887 -3.159
C: 3.518 -1.112 -4.181
C: 1.051 -1.854 -3.019
C: -0.262 -2.210 -2.353
C: -0.426 3.915 -3.490
C: 1.926 -2.818 -3.528
C: 2.653 -0.133 -3.698
C: -0.593 2.541 -3.294
C: 0.599 1.764 -3.271
C: 1.958 3.653 -3.896
C: -1.738 -3.213 -0.171
C: 0.870 -1.268 5.105
C: -3.827 0.199 -1.892
C: -2.490 -0.467 4.531
C: 2.433 -2.685 2.927
C: -2.417 1.968 2.722
C: -3.336 2.754 -0.844
C: 0.991 2.113 3.586
C: 3.543 1.831 -1.991
C: 0.890 2.546 0.578
C: 1.820 2.271 -3.694
C: 2.998 1.333 -3.796
H: -4.216 0.148 1.169
H: 2.038 -3.099 -0.564
H: -3.527 -0.503 -2.683
H: 0.840 3.473 1.167
H: -2.618 -2.689 -0.567
H: -1.302 4.561 -3.441
H: -1.889 -3.410 0.898
H: -0.079 -1.255 5.655
H: 4.469 -0.812 -4.628
H: -2.715 3.656 -0.921
H: -1.862 2.423 3.553
H: 3.147 -0.363 2.187
H: -0.081 2.575 0.010
H: 0.208 1.694 4.229
H: 0.754 3.171 3.404
H: 1.156 -3.800 0.813
H: -3.483 2.216 2.851
H: -2.025 1.009 -3.822
H: -0.561 -3.223 -2.648
H: 3.534 1.296 2.682
H: -0.135 -4.169 4.397
H: -0.404 -4.212 2.636
H: -1.898 0.154 5.219
H: 3.188 -2.168 3.536
H: -1.508 -3.287 3.684
H: -3.555 -0.327 4.781
H: 1.723 2.671 -0.133
H: 1.642 -3.869 -3.481
H: -1.057 -1.528 -2.695
H: -3.380 -1.421 1.033
H: -4.244 2.886 -1.450
H: 3.460 0.865 0.936
H: -2.731 2.609 -3.453
H: 3.984 1.579 -3.851
H: 1.256 -0.241 5.054
H: 1.592 -1.872 5.677
H: 3.299 1.545 -4.822
H: 2.679 -2.539 1.867
H: -4.150 -0.373 -1.014
H: 0.925 5.554 -3.904
H: -4.667 0.813 -2.251
H: 1.945 2.072 4.134
H: -2.074 2.437 1.791
H: -2.236 -1.519 4.711
H: -3.624 2.617 0.205
H: -1.628 -4.173 -0.700
H: 3.825 -3.221 -4.473
H: 0.815 -4.366 -0.847
H: 2.944 4.092 -4.095
H: 2.499 -3.762 3.149
H: -4.415 -1.085 2.438

Atoms 1-2, force components in eV/Å:
-0.445 -1.096 5.571
-1.389 0.931 -1.672

Entry from the OMol25 dataset: C29H52FeN4O9 as an isolated structure in a non-equilibrium geometry (wB97M-V/def2-TZVPD).

The value obtained for the total energy is -89688.0449 eV. The relative energy (zero: lowest compared OMol25 entry of this formula, charge and spin) is 0.0 kJ/mol. The value obtained for the largest force on an atom is 2.07 eV/A. The multiplicity is 5. The value obtained for the frontier orbital gap (alpha / beta) is 8.3582 / 7.9815 eV.

Cartesian coordinates (Å):
Fe: -13.098 1.067 -24.566
O: -13.328 -0.397 -23.301
O: -15.061 1.080 -25.009
O: -17.568 -1.920 -19.461
O: -14.362 -0.171 -28.496
O: -19.484 0.450 -25.917
O: -17.310 2.244 -25.871
O: -20.962 0.828 -22.991
O: -13.835 -0.137 -20.048
O: -11.141 -1.980 -22.554
N: -14.830 -4.418 -26.242
N: -13.295 2.676 -23.096
N: -18.274 4.930 -21.581
N: -12.688 2.580 -26.054
C: -18.252 4.350 -20.390
C: -16.770 -3.856 -24.927
C: -11.298 4.265 -27.007
C: -13.395 2.548 -27.179
C: -13.110 3.350 -28.264
C: -17.604 -4.443 -25.866
C: -13.713 3.913 -23.325
C: -15.404 -3.955 -25.148
C: -11.731 3.503 -25.944
C: -18.750 -0.752 -25.773
C: -13.683 4.468 -21.006
C: -17.010 -5.064 -26.950
C: -16.929 3.256 -26.771
C: -17.428 -1.031 -20.570
C: -15.562 -0.093 -24.413
C: -15.218 -1.286 -28.275
C: -13.048 2.338 -21.836
C: -15.651 -4.936 -27.161
C: -14.696 -0.680 -23.277
C: -12.721 -0.940 -19.628
C: -13.222 3.188 -20.753
C: -16.848 3.217 -22.411
C: -11.973 4.148 -28.213
C: -17.589 4.378 -22.570
C: -16.801 2.660 -21.145
C: -11.579 -3.292 -22.883
C: -17.489 3.229 -20.096
C: -13.939 4.833 -22.316
C: -19.771 1.475 -22.588
H: -14.729 -3.540 -24.403
H: -18.339 -0.472 -20.761
H: -12.494 -0.670 -18.600
H: -15.160 -0.235 -22.368
H: -18.673 -4.486 -25.706
H: -18.787 1.105 -26.082
H: -12.700 1.326 -21.675
H: -13.946 -0.257 -20.999
H: -17.636 -5.434 -27.755
H: -16.612 2.839 -27.736
H: -14.686 0.356 -29.230
H: -16.464 1.850 -25.548
H: -17.719 3.985 -26.950
H: -19.878 1.922 -21.595
H: -18.494 -0.930 -24.723
H: -16.229 -0.922 -28.089
H: -13.846 5.167 -20.195
H: -14.228 1.854 -27.189
H: -18.918 0.784 -22.635
H: -12.166 -3.256 -23.805
H: -14.848 -1.813 -27.397
H: -17.128 -3.422 -24.004
H: -17.496 2.739 -19.131
H: -10.488 4.969 -26.888
H: -11.833 -1.367 -22.846
H: -19.261 -1.606 -26.220
H: -12.210 -3.728 -22.099
H: -14.887 -1.756 -23.163
H: -16.595 -0.028 -24.045
H: -11.862 -0.709 -20.258
H: -21.138 0.120 -22.366
H: -17.811 -0.672 -26.339
H: -14.346 5.804 -22.559
H: -13.700 3.308 -29.168
H: -17.012 -2.681 -19.638
H: -15.159 -2.017 -29.085
H: -16.266 2.725 -23.183
H: -15.584 -0.847 -25.226
H: -19.500 2.271 -23.278
H: -11.220 3.615 -24.993
H: -16.086 3.840 -26.369
H: -11.564 4.609 -29.103
H: -16.612 -0.338 -20.343
H: -16.146 1.798 -21.043
H: -12.954 -2.004 -19.673
H: -15.153 -5.383 -28.014
H: -13.925 4.255 -24.331
H: -17.710 4.830 -23.550
H: -17.153 -1.594 -21.467
H: -18.799 4.865 -19.606
H: -10.700 -3.918 -23.013
H: -12.983 2.818 -19.768

Atoms 1-2, force components in eV/Å:
-1.300 0.346 0.420
0.522 0.373 -0.920

Entry from the OMol25 dataset: a 5-piece molecular cluster, C29H53FNO12PS5 overall in a non-equilibrium geometry (wB97M-V/def2-TZVPD).

The value obtained for the total energy is -123169.5346 eV. Its SMILES is Cc1ccccc1CCOC[C@](NO)(P(C)C)S(=O)(=O)F.O=S1(=O)CCCC1.O=S1(=O)CCCC1.O=S1(=O)CCCC1.O=S1(=O)CCCC1. The value obtained for the largest force on an atom is 3.71 eV/A. The value obtained for the frontier orbital gap is 8.2507 eV.

Cartesian coordinates (Å):
S: 1.522 -2.094 0.857
S: -8.154 3.028 -3.553
S: -3.778 -4.032 4.255
S: 1.655 1.628 4.964
S: -2.083 1.642 -2.382
P: 2.320 0.542 -0.319
F: 1.888 -3.677 0.705
O: -2.996 -3.741 5.432
O: 2.320 -1.479 1.920
O: -0.793 1.458 -3.015
O: 0.903 -1.204 -2.935
O: -9.179 4.006 -3.815
O: -5.202 -4.258 4.317
O: -6.793 3.407 -3.245
O: 0.639 2.395 5.643
O: 3.779 -1.416 -2.463
O: -2.654 0.649 -1.504
O: 0.101 -1.908 1.119
O: 2.260 2.079 3.733
N: 0.682 -1.428 -1.586
C: 7.152 -0.254 -0.047
C: 9.339 1.300 -1.228
C: -2.522 -4.807 2.038
C: 8.140 0.979 -1.977
C: 8.365 0.056 0.703
C: 0.813 1.236 0.582
C: 1.916 -1.277 -0.778
C: 5.782 -0.006 -2.361
C: -2.563 4.205 -2.610
C: -3.442 -2.779 3.027
C: -2.085 3.220 -1.548
C: -3.279 2.078 -3.640
C: 2.498 -0.079 6.763
C: 3.164 -2.053 -1.352
C: 9.471 0.826 0.140
C: -3.724 3.511 -3.329
C: -8.123 1.846 -4.891
C: -2.241 -3.317 2.257
C: -8.728 1.887 -2.295
C: 1.975 -0.936 5.606
C: 7.015 0.207 -1.428
C: 2.467 1.608 -1.859
C: 2.946 1.235 6.135
C: 5.219 -1.480 -2.420
C: 1.064 -0.049 4.755
C: -8.952 0.547 -3.003
C: -3.001 -5.386 3.372
C: -7.995 0.494 -4.198
C: 6.011 -1.039 0.666
H: -2.793 3.158 -0.721
H: -4.319 -2.701 2.383
H: -4.114 1.380 -3.601
H: 0.880 -0.249 -3.140
H: 0.031 -0.087 5.103
H: 6.125 0.255 -3.402
H: -7.294 2.066 -5.561
H: -3.306 -4.922 1.283
H: -2.786 2.014 -4.611
H: 1.663 2.394 -1.920
H: -1.087 3.443 -1.172
H: -0.017 -0.734 -1.285
H: -9.648 2.270 -1.856
H: -1.639 -5.335 1.675
H: -0.130 1.007 -0.019
H: -2.168 -5.746 3.975
H: 2.573 1.033 -2.814
H: -2.101 -2.789 1.316
H: -1.332 -3.197 2.850
H: -9.984 0.487 -3.359
H: 1.110 -0.320 3.701
H: 5.632 -2.170 -1.648
H: -7.955 1.812 -1.530
H: -6.970 0.350 -3.844
H: 0.749 0.862 1.634
H: 5.022 0.768 -2.090
H: 0.899 2.356 0.604
H: 3.316 -0.569 7.293
H: -4.596 3.490 -2.675
H: 3.431 2.183 -1.747
H: 5.539 -1.904 -3.417
H: 3.875 1.108 5.576
H: 2.816 -1.286 5.002
H: -2.869 5.153 -2.166
H: 3.850 -2.277 -0.498
H: -8.792 -0.289 -2.321
H: -3.727 -6.185 3.229
H: 4.999 -0.595 0.488
H: 1.442 -1.818 5.965
H: 10.111 1.922 -1.741
H: -3.248 -1.826 3.515
H: 3.051 2.044 6.856
H: 2.768 -3.055 -1.700
H: 10.389 1.082 0.716
H: 8.505 -0.284 1.759
H: -4.010 4.040 -4.238
H: 1.692 0.105 7.480
H: 6.264 -1.046 1.763
H: -1.756 4.410 -3.321
H: -8.237 -0.327 -4.874
H: 6.051 -2.121 0.349
H: 8.045 1.346 -3.027
H: -9.070 1.925 -5.427

Atoms 1-2, force components in eV/Å:
-1.270 2.568 2.360
-0.373 -0.120 -0.137

Entry from the OMol25 dataset: a 9-piece molecular cluster, C29H53NO8 overall in a non-equilibrium geometry (wB97M-V/def2-TZVPD).

The value obtained for the total energy is -48800.5117 eV. The relative energy (zero: lowest compared OMol25 entry of this formula, charge and spin) is 154.5 kJ/mol. Its SMILES is c1ccncc1.CC(C)=O.CC(C)=O.CC(C)=O.CC(C)=O.CC(C)=O.CC(C)=O.CC(C)=O.CC(C)=O. The value obtained for the largest force on an atom is 2.96 eV/A. The value obtained for the frontier orbital gap is 9.5133 eV.

Cartesian coordinates (Å):
O: -38.286 9.046 0.013
O: -41.086 2.084 5.653
O: -33.794 9.636 4.712
O: -40.233 2.896 9.314
O: -31.850 6.136 3.389
O: -37.826 5.890 8.008
O: -32.182 5.614 8.835
O: -32.017 1.646 5.079
N: -38.199 4.734 3.833
C: -33.303 5.882 9.243
C: -36.058 4.954 2.743
C: -32.457 3.806 6.071
C: -37.557 4.584 5.019
C: -31.680 6.845 2.393
C: -40.562 9.964 0.117
C: -38.199 2.387 10.435
C: -39.130 2.381 9.304
C: -35.374 4.697 3.993
C: -41.825 2.955 6.105
C: -43.176 2.688 6.702
C: -32.730 9.016 6.795
C: -37.434 4.997 2.752
C: -39.640 8.114 1.639
C: -38.599 1.749 8.017
C: -33.422 7.098 10.208
C: -30.242 7.247 1.984
C: -32.788 7.184 1.420
C: -41.253 4.335 6.235
C: -39.362 9.097 0.550
C: -39.803 6.227 9.383
C: -36.172 4.463 5.143
C: -31.701 2.807 5.174
C: -30.653 3.351 4.286
C: -38.258 6.039 9.135
C: -34.446 4.919 8.981
C: -33.566 8.751 5.546
C: -37.445 5.914 10.385
C: -34.313 7.429 5.412
H: -33.663 6.550 1.558
H: -40.038 5.457 10.118
H: -34.309 4.878 3.966
H: -40.360 6.135 8.450
H: -32.428 4.771 5.564
H: -32.485 7.103 0.376
H: -40.387 10.409 -0.863
H: -32.943 8.242 1.633
H: -29.905 8.186 2.423
H: -33.299 6.809 11.252
H: -38.621 2.932 11.279
H: -38.176 4.421 5.889
H: -33.502 3.499 6.120
H: -30.279 7.385 0.904
H: -37.808 6.457 11.258
H: -29.581 6.441 2.304
H: -35.031 4.623 9.852
H: -35.850 4.287 6.159
H: -42.047 4.941 6.670
H: -32.100 3.831 7.101
H: -38.189 0.747 8.140
H: -30.088 2.495 3.918
H: -35.148 5.397 8.297
H: -37.714 2.319 7.737
H: -36.430 6.284 10.243
H: -40.702 10.667 0.937
H: -43.107 2.217 7.683
H: -33.300 9.597 7.520
H: -40.382 4.408 6.887
H: -40.306 7.317 1.309
H: -43.833 3.556 6.757
H: -37.303 2.915 10.107
H: -39.369 1.781 7.245
H: -34.353 7.651 10.089
H: -33.608 6.598 5.404
H: -31.974 9.696 6.404
H: -38.690 7.631 1.867
H: -32.647 7.793 9.886
H: -31.257 3.693 3.445
H: -32.394 8.091 7.263
H: -41.437 9.346 -0.084
H: -41.023 4.699 5.234
H: -34.070 4.087 8.386
H: -35.447 5.033 1.856
H: -37.286 4.871 10.661
H: -37.933 5.094 1.799
H: -35.046 7.272 6.204
H: -43.788 1.987 6.134
H: -40.003 7.263 9.657
H: -30.039 4.138 4.723
H: -34.882 7.499 4.485
H: -40.147 8.602 2.472
H: -37.936 1.360 10.690

Atoms 1-2, force components in eV/Å:
0.201 0.862 -0.519
-1.425 0.389 0.279